Entry 1:
Below is C25H30N4O5Se2Ti as an isolated structure, with properties calculated with ωB97M-V/def2-TZVPD.

The geometry in ORCA input format:
```
! RIJCOSX wB97M-V def2-TZVPD def2/J DEFGRID3
* xyz -2 1
Ti 0.569 0.417 -0.113
C 4.250 -1.444 1.256
O 4.842 -1.201 -0.019
C 4.754 0.100 -0.473
C 5.911 0.720 -0.907
C 5.838 2.025 -1.419
C 4.635 2.688 -1.477
C 3.429 2.080 -1.040
C 2.192 2.749 -1.124
N 1.000 2.244 -0.710
N -0.038 3.151 -0.866
C -1.159 2.596 -0.512
O -1.231 1.379 -0.096
C -2.403 3.405 -0.558
C -3.614 2.814 -0.202
C -4.791 3.548 -0.231
C -4.774 4.883 -0.615
C -3.568 5.476 -0.973
C -2.392 4.744 -0.945
C 3.511 0.748 -0.542
O 2.403 0.106 -0.187
H 4.812 -2.262 1.711
H 3.199 -1.714 1.166
H 4.329 -0.558 1.891
H 6.850 0.184 -0.844
H 6.741 2.518 -1.764
H 4.591 3.698 -1.871
H 2.171 3.764 -1.505
H -3.608 1.772 0.090
H -5.727 3.076 0.046
H -5.693 5.458 -0.637
H -3.550 6.517 -1.274
H -1.445 5.190 -1.218
O -2.284 -4.577 2.547
C -1.576 -3.344 2.447
C -2.507 -2.123 2.402
C -3.045 -1.838 3.805
O -2.051 -1.452 4.750
C -1.811 -0.870 1.841
Se 0.124 -0.614 2.227
C -3.719 -2.405 1.491
Se -3.298 -3.156 -0.294
H -2.709 -4.678 1.674
H -0.956 -3.335 1.552
H -0.918 -3.277 3.313
H -3.518 -2.743 4.198
H -3.815 -1.056 3.730
H -1.350 -0.979 4.277
H -2.323 0.030 2.185
H -1.926 -0.888 0.760
H -4.268 -1.472 1.343
H -4.392 -3.102 1.993
C 0.600 -3.955 -0.599
C 0.656 -2.706 -1.400
C 1.565 -2.258 -2.333
C 1.125 -0.979 -2.711
N -0.007 -0.668 -2.084
N -0.261 -1.722 -1.244
C 1.783 0.000 -3.623
H 1.237 -4.718 -1.046
H -0.427 -4.320 -0.530
H 0.952 -3.756 0.415
H 2.463 -2.760 -2.655
H -1.232 -1.907 -0.913
H 2.553 -0.495 -4.216
H 2.253 0.805 -3.052
H 1.050 0.450 -4.292
*
```

## Properties
**Kohn-Sham gap (spin up / spin down)**: 4.565 / 4.576 eV
**Energy relative to the best compared isomer or geometry (same formula, charge and spin)**: 1.6 kcal per mole
**E_HOMO (spin up / spin down)**: 0.0 / 0.0 eV
**Lowest unoccupied orbital energy (spin up / spin down)**: 4.56 / 4.56 eV



Entry 2:
Below is C4H8NO as an isolated structure, with properties calculated with ωB97M-V/def2-TZVPD.

The geometry in ORCA input format:
```
! RIJCOSX wB97M-V def2-TZVPD def2/J DEFGRID3
* xyz 1 1
C 2.450 0.287 -0.352
C 1.281 0.159 -0.161
C -0.807 -1.046 -0.868
C 0.042 -0.382 0.161
N -0.889 1.231 0.345
O 0.015 -0.926 1.361
H 3.521 0.237 -0.522
H -1.812 -0.960 -0.676
H -0.560 -2.107 -0.955
H -0.768 -0.567 -1.899
H -1.180 1.032 1.331
H -0.224 2.033 0.484
H -1.745 1.576 -0.223
H 0.676 -0.567 1.974
*
```

## Properties
**Kohn-Sham gap**: 11.547 eV
**Energy relative to the best compared isomer or geometry (same formula, charge and spin)**: 56.6 kcal per mole
**E_HOMO**: -15.5 eV
**Lowest unoccupied orbital energy**: -3.95 eV



Entry 3:
Below is a 8-piece molecular cluster, C14H17Cl15O9 overall, with properties calculated with ωB97M-V/def2-TZVPD.

The geometry in ORCA input format:
```
! RIJCOSX wB97M-V def2-TZVPD def2/J DEFGRID3
* xyz 0 1
Cl 0.034 0.078 6.806
C 0.985 -1.135 5.943
Cl 1.518 -2.458 7.003
Cl 2.382 -0.319 5.236
H 0.458 -1.583 5.110
Cl 3.566 -2.774 2.831
C 4.245 -1.943 1.426
Cl 3.022 -0.995 0.580
Cl 4.871 -3.161 0.307
H 5.109 -1.325 1.640
Cl -2.489 0.938 3.810
C -1.795 2.310 2.910
Cl -1.816 3.744 3.966
Cl -2.750 2.689 1.497
H -0.793 1.979 2.661
Cl 0.742 1.074 -3.937
C -0.362 -0.312 -4.031
Cl 0.259 -1.667 -3.036
Cl -0.701 -0.838 -5.696
H -1.292 0.009 -3.581
Cl 2.610 2.684 -1.672
C 2.011 4.340 -1.583
Cl 2.930 5.413 -0.511
Cl 0.258 4.450 -1.357
H 2.086 4.653 -2.617
O 0.095 -1.419 3.140
C 0.069 -0.815 2.127
O -0.292 -1.296 0.905
C -0.110 -0.325 -0.123
C 0.059 0.997 0.668
O 0.306 0.519 1.996
H 0.833 -0.531 -0.620
H -0.966 -0.381 -0.783
H -0.822 1.630 0.609
H 0.978 1.529 0.437
O -0.092 -6.683 -2.758
C 0.460 -5.927 -2.029
O 1.063 -4.768 -2.310
C 1.756 -4.326 -1.163
C 1.048 -5.020 0.024
O 0.558 -6.161 -0.700
H 2.811 -4.578 -1.288
H 1.720 -3.239 -1.103
H 0.266 -4.309 0.304
H 1.610 -5.341 0.891
O -1.740 1.785 -1.389
C -2.633 2.514 -1.694
O -3.316 2.376 -2.834
C -3.935 3.632 -3.070
C -4.319 4.034 -1.642
O -3.260 3.432 -0.911
H -3.106 4.251 -3.455
H -4.659 3.769 -3.871
H -5.318 3.690 -1.390
H -4.153 5.112 -1.670
*
```

## Properties
**Kohn-Sham gap**: 10.575 eV
**E_HOMO**: -10.6 eV
**Lowest unoccupied orbital energy**: -0.01 eV
**SMILES**: ClC(Cl)Cl.ClC(Cl)Cl.ClC(Cl)Cl.ClC(Cl)Cl.ClC(Cl)Cl.O=C1OCCO1.O=C1OCCO1.O=C1OCCO1



Entry 4:
Below is one molecule with the formula C3H4NP, with properties calculated with ωB97M-V/def2-TZVPD.

The geometry in ORCA input format:
```
! RIJCOSX wB97M-V def2-TZVPD def2/J DEFGRID3
* xyz 0 1
C -0.243 0.400 0.829
C -0.703 -0.915 0.950
C 0.660 0.564 -1.363
N 0.580 0.671 -0.115
P -0.770 -2.045 -0.380
H -0.343 1.196 1.584
H -1.156 -1.178 1.850
H -0.081 0.680 -2.172
H 1.671 0.523 -1.833
*
```

## Properties
**Kohn-Sham gap (spin up / spin down)**: 6.750 / 6.268 eV
**Energy relative to the best compared isomer or geometry (same formula, charge and spin)**: 67.1 kcal per mole
**E_HOMO (spin up / spin down)**: -7.6 / -6.9 eV
**Lowest unoccupied orbital energy (spin up / spin down)**: -0.82 / -0.68 eV



Entry 5:
Below is a 3-piece molecular cluster, C14H26N2O8P overall, with properties calculated with ωB97M-V/def2-TZVPD.

The geometry in ORCA input format:
```
! RIJCOSX wB97M-V def2-TZVPD def2/J DEFGRID3
* xyz -1 1
C -0.319 1.898 0.091
P 1.113 0.747 -0.335
O 2.202 1.665 -1.312
C 0.410 -0.709 -1.339
O -1.029 -0.592 -1.342
C -1.591 -0.526 -2.641
C -2.656 0.677 -2.636
N -3.199 0.776 -1.273
C -4.260 -0.213 -0.990
N -3.945 -0.888 0.293
C 0.739 -2.009 -0.479
O 1.444 -2.922 -0.927
O 0.203 -2.009 0.689
H 0.016 2.562 0.926
H -1.198 1.302 0.452
H -0.659 2.483 -0.799
H 1.796 1.845 -2.179
H 0.875 -0.823 -2.348
H -0.862 -0.282 -3.452
H -2.098 -1.486 -2.920
H -3.429 0.564 -3.440
H -2.059 1.606 -2.843
H -3.479 1.727 -1.042
H -4.412 -0.953 -1.810
H -5.254 0.289 -0.813
H -3.847 -0.153 0.991
H -3.052 -1.381 0.229
O 0.092 4.967 0.178
C 1.149 5.273 0.647
O 1.313 5.699 1.930
C 2.679 6.085 2.136
C 3.466 5.357 1.065
C 2.471 5.292 -0.081
H 2.752 7.172 2.039
H 2.991 5.800 3.140
H 4.403 5.851 0.807
H 3.702 4.344 1.402
H 2.516 6.182 -0.713
H 2.601 4.390 -0.679
O 1.510 -6.464 4.018
C 1.030 -6.193 2.949
O -0.304 -6.164 2.712
C -0.539 -5.915 1.314
C 0.723 -5.250 0.809
C 1.792 -5.886 1.681
H -0.734 -6.873 0.819
H -1.413 -5.275 1.198
H 0.886 -5.388 -0.258
H 0.680 -4.176 1.004
H 2.164 -6.822 1.255
H 2.614 -5.200 1.875
*
```

## Properties
**Kohn-Sham gap**: 7.136 eV
**E_HOMO**: -4.7 eV
**Lowest unoccupied orbital energy**: 2.42 eV



Entry 6:
Below is one molecule with the formula C6H12ClN, with properties calculated with ωB97M-V/def2-TZVPD.

The geometry in ORCA input format:
```
! RIJCOSX wB97M-V def2-TZVPD def2/J DEFGRID3
* xyz 0 1
C 0.357 1.877 0.380
C -0.243 0.683 -0.346
C 0.774 -0.486 -0.519
C 2.254 -0.281 -0.388
N 0.218 -1.217 0.660
C -0.939 -0.296 0.621
C -2.137 -0.967 0.025
Cl -3.528 0.243 -0.227
H 0.935 1.572 1.273
H 1.070 2.445 -0.292
H -0.558 2.568 0.675
H -0.834 0.990 -1.233
H 0.454 -1.053 -1.469
H 2.732 -1.262 -0.467
H 2.560 0.053 0.618
H 2.703 0.295 -1.167
H -0.081 -2.188 0.526
H -1.198 0.102 1.611
H -1.957 -1.366 -0.963
H -2.582 -1.711 0.681
*
```

## Properties
**Kohn-Sham gap**: 10.200 eV
**Energy relative to the best compared isomer or geometry (same formula, charge and spin)**: 29.6 kcal per mole
**E_HOMO**: -9.3 eV
**Lowest unoccupied orbital energy**: 0.93 eV
**SMILES**: C[C@H]1[C@@H](C)N[C@@H]1CCl



Computed F_max, in the same sequence as the records: 0.5, 2.8, 2.5, 2.9, 2.6, 2.4 eV/Å.